60
Properties=species:S:1:pos:R:3:mulliken_spin:R:1 method="wB97M-V/def2-TZVPD" homo_lumo_gap_ev="6.77 / 6.40" charge=+1 multiplicity=2 energy_ha=-2286.83998
Ru -0.30 -1.68 -0.44 0.748
C -2.03 -3.22 2.09 0.008
C -2.68 -2.95 0.90 0.008
C -2.13 -3.39 -0.32 0.004
C -0.92 -4.09 -0.33 -0.030
C -0.27 -4.34 0.90 0.027
C -0.83 -3.92 2.09 0.009
H -2.48 -2.91 3.03 -0.001
H -3.64 -2.46 0.90 0.002
H -2.71 -3.30 -1.23 0.004
H -0.56 -4.54 -1.24 0.001
H 0.65 -4.91 0.90 0.011
H -0.34 -4.15 3.03 -0.002
C -1.83 0.37 1.76 0.017
C -0.36 0.34 1.97 0.002
C 0.20 1.31 2.84 -0.004
C 1.54 1.36 3.04 0.001
C 2.38 0.46 2.34 -0.003
C 3.79 0.48 2.47 0.030
C 4.55 -0.39 1.75 -0.013
C 3.94 -1.30 0.87 0.034
C 2.57 -1.35 0.75 -0.029
S 1.83 -2.52 -0.30 0.128
C 1.77 -0.47 1.48 0.026
N 0.41 -0.53 1.33 -0.025
H -2.35 0.75 2.64 0.000
H -2.21 -0.62 1.51 -0.007
H -2.07 1.02 0.91 -0.001
H -0.46 2.00 3.34 0.001
H 1.98 2.08 3.72 0.000
H 4.24 1.20 3.15 0.001
H 5.63 -0.37 1.83 0.000
H 4.54 -1.99 0.29 0.001
N 0.74 -2.32 -3.19 0.007
C 0.46 -2.25 -4.50 -0.001
C -0.91 -2.13 -4.62 0.000
C -1.38 -2.11 -3.31 0.001
N -0.38 -2.25 -2.45 -0.008
H 1.64 -2.36 -2.73 0.002
H 1.24 -2.29 -5.24 0.000
H -1.48 -2.04 -5.53 0.000
H -2.39 -1.99 -2.96 0.000
C -0.89 6.23 0.44 0.000
C -0.67 4.88 -0.20 0.001
C -1.43 4.48 -1.29 0.000
C -1.25 3.23 -1.87 0.000
C -0.29 2.38 -1.33 -0.001
C 0.50 2.77 -0.26 0.002
C 0.31 4.02 0.29 0.000
S -0.24 0.73 -1.92 0.008
O 0.93 0.02 -1.34 -0.009
O -0.31 0.75 -3.35 0.001
O -1.40 0.07 -1.24 0.053
H -1.84 6.65 0.13 0.000
H -0.10 6.92 0.15 0.000
H -0.88 6.15 1.53 0.000
H -2.18 5.15 -1.70 0.000
H -1.84 2.91 -2.71 0.000
H 1.26 2.09 0.12 0.000
H 0.93 4.34 1.12 0.000

54
Properties=species:S:1:pos:R:3:nbo_charge:R:1 method="wB97M-V/def2-TZVPD" homo_lumo_gap_ev=2.68 energy_ha=-1210.77955
C -5.72 1.67 3.37 -0.256
O -4.83 2.11 2.31 -0.490
C -3.52 1.75 2.37 0.343
C -2.73 2.08 1.24 -0.277
C -1.46 1.57 1.13 -0.152
C -0.91 0.71 2.13 -0.171
C 0.27 -0.07 1.84 -0.028
C 0.88 -0.98 2.68 -0.325
C 2.37 -1.04 2.75 -0.224
N 3.06 0.31 2.83 -0.249
C 3.24 0.88 4.05 0.097
C 3.87 2.11 4.16 -0.231
C 4.29 2.79 3.01 -0.113
C 4.09 2.18 1.77 -0.217
C 3.47 0.94 1.70 0.085
C 0.05 -2.08 3.26 0.527
C 0.75 -3.09 4.15 -0.709
O -1.16 -2.20 3.03 -0.548
C -1.63 0.60 3.35 -0.052
C -2.93 1.07 3.47 -0.340
H -6.68 2.08 3.07 0.203
H -5.77 0.58 3.41 0.193
H -5.41 2.08 4.33 0.176
H -3.18 2.69 0.45 0.230
H -0.87 1.76 0.23 0.213
H 0.85 0.24 0.96 0.188
H 2.69 -1.62 3.62 0.236
H 2.78 -1.53 1.84 0.216
H 2.90 0.29 4.90 0.244
H 4.04 2.51 5.16 0.250
H 4.78 3.76 3.09 0.245
H 4.42 2.64 0.84 0.251
H 3.31 0.39 0.77 0.251
H 1.15 -2.57 5.03 0.203
H 0.03 -3.84 4.49 0.250
H 1.56 -3.60 3.62 0.217
H -1.18 0.07 4.19 0.206
H -3.50 0.89 4.38 0.221
C -0.49 -3.73 -0.86 -0.301
C 0.13 -2.59 -0.26 -0.281
C -0.87 -1.60 -0.08 -0.335
C -2.14 -2.15 -0.46 0.003
C -1.89 -3.48 -1.00 -0.121
C -2.93 -4.16 -1.65 -0.195
C -4.20 -3.58 -1.69 -0.268
C -4.46 -2.32 -1.10 -0.257
C -3.43 -1.59 -0.49 -0.236
H 0.00 -4.64 -1.19 0.195
H 1.18 -2.49 0.00 0.170
H -0.80 -0.54 0.12 0.187
H -2.70 -5.12 -2.13 0.195
H -5.01 -4.10 -2.21 0.195
H -5.46 -1.90 -1.13 0.194
H -3.59 -0.61 -0.05 0.195

67
Properties=species:S:1:pos:R:3:nbo_charge:R:1 method="wB97M-V/def2-TZVPD" homo_lumo_gap_ev=4.50 charge=-1 energy_ha=-3659.98369
Cl -2.41 4.30 0.12 -0.291
B -1.01 3.73 1.20 0.467
Cl 0.50 4.82 1.07 -0.290
Cl -1.61 3.78 2.99 -0.301
O -0.67 2.35 0.90 -0.713
C 0.31 1.76 0.21 0.014
C 0.72 2.51 -1.06 0.010
C 2.09 2.70 -1.29 -0.188
C 2.56 3.65 -2.19 -0.246
C 1.66 4.43 -2.91 -0.201
C 0.29 4.18 -2.79 -0.170
C -0.16 3.19 -1.91 -0.202
H 1.23 1.57 0.79 0.195
H 2.79 2.10 -0.70 0.217
H 3.64 3.80 -2.28 0.210
H 2.03 5.22 -3.57 0.206
H -0.42 4.77 -3.36 0.207
H -1.23 2.99 -1.85 0.241
C -1.82 -5.63 -0.24 -0.632
C -0.95 -4.44 -0.41 -0.211
C 0.32 -4.34 0.13 -0.261
C 0.90 -3.05 -0.03 -0.268
C 0.04 -2.17 -0.65 -0.133
B -0.19 0.00 0.81 1.064
C 0.21 -0.69 -0.73 -0.459
C -0.68 -0.18 -1.80 -0.001
C -0.23 -0.01 -3.07 -0.188
C -1.22 0.39 -4.13 0.983
F -0.85 0.01 -5.39 -0.331
F -2.47 -0.12 -3.92 -0.329
F -1.36 1.76 -4.18 -0.331
C 1.12 -0.16 -3.41 -0.200
C 2.03 -0.30 -2.35 -0.188
C 3.52 -0.28 -2.60 0.984
F 4.17 0.46 -1.63 -0.336
F 4.09 -1.53 -2.57 -0.330
F 3.83 0.27 -3.81 -0.329
C 1.62 -0.42 -1.06 0.006
O -1.53 -0.19 1.16 -0.740
C -1.60 -0.58 2.54 0.267
C -2.61 0.31 3.25 -0.645
C -2.15 -1.99 2.58 -0.632
C -0.09 -0.45 3.08 0.260
C 0.13 0.79 3.94 -0.651
C 0.49 -1.68 3.80 -0.628
O 0.71 -0.32 1.87 -0.767
S -1.40 -2.95 -1.19 0.459
H -1.19 -6.46 0.10 0.218
H -2.54 -5.44 0.57 0.219
H -2.35 -5.92 -1.15 0.217
H 0.79 -5.18 0.66 0.214
H 1.90 -2.77 0.32 0.233
H -1.73 -0.06 -1.59 0.238
H 1.47 0.01 -4.42 0.240
H 2.35 -0.44 -0.26 0.226
H -2.63 0.04 4.32 0.196
H -2.37 1.37 3.12 0.260
H -3.61 0.11 2.83 0.210
H -2.20 -2.33 3.63 0.200
H -3.18 -1.99 2.18 0.213
H -1.56 -2.70 1.99 0.214
H -0.33 0.69 4.93 0.203
H 1.21 0.95 4.07 0.211
H -0.30 1.68 3.46 0.258
H -0.04 -1.91 4.74 0.202
H 0.48 -2.56 3.14 0.217
H 1.53 -1.46 4.05 0.214

75
Properties=species:S:1:pos:R:3:mulliken_spin:R:1 method="wB97M-V/def2-TZVPD" homo_lumo_gap_ev="8.02 / 8.11" multiplicity=3 energy_ha=-4070.14711
Ti 0.23 -0.06 -0.23 0.926
C -2.54 0.62 1.23 0.001
N -1.28 1.35 1.13 -0.030
C -1.59 2.79 0.89 0.013
C -2.15 3.19 -0.45 0.008
C -3.45 3.66 -0.59 0.000
C -3.85 4.15 -1.82 0.000
C -2.94 4.12 -2.87 0.000
C -1.67 3.61 -2.64 0.000
N -1.27 3.17 -1.45 0.000
C -0.51 1.33 2.38 0.033
C 0.85 1.92 2.11 -0.015
C 1.52 2.73 3.00 0.000
C 2.72 3.31 2.60 -0.001
C 3.17 3.09 1.32 0.000
C 2.45 2.26 0.48 0.028
N 1.33 1.66 0.88 0.018
C -2.34 -0.86 1.43 0.020
C -3.34 -1.63 2.02 0.001
C -3.15 -3.00 2.13 0.002
C -1.96 -3.55 1.67 0.000
C -1.01 -2.71 1.12 0.015
N -1.20 -1.39 1.00 -0.029
H -3.08 0.77 0.29 -0.001
H -3.16 1.01 2.05 -0.001
H -0.66 3.34 1.00 -0.002
H -2.27 3.12 1.68 0.000
H -4.12 3.66 0.26 0.000
H -4.85 4.53 -1.96 0.000
H -3.21 4.48 -3.85 0.000
H -0.93 3.55 -3.43 0.000
H -0.42 0.30 2.72 0.000
H -1.02 1.90 3.17 0.005
H 1.10 2.92 3.98 0.000
H 3.26 3.95 3.28 0.000
H 4.08 3.56 0.95 0.000
H 2.74 2.07 -0.54 0.008
H -4.24 -1.16 2.37 0.000
H -3.91 -3.62 2.57 0.000
H -1.77 -4.61 1.74 0.000
H -0.07 -3.09 0.76 -0.001
F -4.15 -0.80 -2.84 0.000
C -3.31 0.21 -3.07 -0.001
F -3.57 0.71 -4.27 0.000
F -3.57 1.15 -2.15 0.000
S -1.57 -0.39 -2.96 0.007
O -1.42 -0.50 -1.47 0.010
O -1.65 -1.67 -3.61 0.000
N -0.77 0.73 -3.57 0.003
S 0.88 0.93 -3.27 -0.011
O 1.15 2.29 -3.72 0.000
O 0.89 0.97 -1.68 -0.046
C 4.16 0.76 -3.35 0.767
F 4.49 -0.51 -3.28 0.070
F 4.39 1.24 -4.55 0.068
F 4.81 1.47 -2.44 0.067
B 3.38 -1.11 -0.29 0.000
N 2.86 -1.24 1.17 -0.006
C 3.51 -1.73 2.23 0.000
C 2.62 -1.85 3.28 0.001
C 1.41 -1.41 2.75 0.011
N 1.57 -1.03 1.47 0.025
N 2.46 -2.03 -1.13 0.020
C 2.78 -3.13 -1.82 -0.004
C 1.62 -3.69 -2.33 0.003
C 0.60 -2.84 -1.89 0.000
N 1.12 -1.85 -1.16 -0.005
H 4.51 -1.51 -0.34 -0.001
H 3.25 0.03 -0.67 0.025
H 4.56 -1.98 2.16 0.000
H 2.80 -2.22 4.28 0.000
H 0.45 -1.37 3.22 0.000
H 3.81 -3.43 -1.91 0.000
H 1.52 -4.56 -2.95 0.000
H -0.45 -2.89 -2.08 0.000